# 1
# C20H25ClN6O

C20H25ClN6O as an isolated structure in a non-equilibrium geometry (the ωB97M-V functional and the def2-TZVPD basis, the Open Molecules 2025 dataset).

The geometry in XYZ format:
```
53
Properties=species:S:1:pos:R:3:mulliken_charge:R:1
C -5.81910 -0.59930 -0.37565 -1.049
H -5.03827 -1.45781 -0.48391 0.048
H -6.68142 -0.82597 -0.85732 0.504
H -5.92568 -0.29624 0.54156 0.435
C -5.29652 0.34638 -1.48908 -0.588
N -4.08169 0.86241 -0.82405 0.569
C -3.84193 1.68122 0.29170 -0.647
C -2.40005 1.85290 0.12972 -0.092
C -1.94968 0.96154 -0.82939 0.579
N -2.89580 0.38173 -1.39757 -0.824
C -0.58503 0.71495 -1.09085 0.664
O -0.39226 0.01328 -2.23701 -0.759
N 0.43344 0.68654 -0.29427 0.203
C 1.80266 0.79001 -0.18572 0.552
N 2.54839 1.61549 0.14134 -0.641
C 3.76302 1.12035 0.25416 0.309
C 5.08921 1.56057 0.52368 -0.954
C 6.15835 0.93903 0.29812 0.086
C 6.24287 -0.16778 -0.42734 -0.773
C 4.90633 -0.81020 -0.59615 -0.213
C 3.73670 -0.13546 -0.55505 0.407
N 2.33040 -0.30039 -0.53262 0.205
C 1.91949 -1.56686 -1.01500 -0.990
H 1.01501 -1.48645 -1.57085 0.502
H 2.71742 -2.04154 -1.84096 0.263
C 1.56067 -2.45950 0.15485 -1.462
N 0.10853 -2.36378 0.49807 1.460
C -0.78505 -2.94716 -0.16014 -2.009
C -2.34514 -2.68472 0.14992 -0.398
C -2.56048 -2.50390 1.58723 -0.580
C -1.55995 -1.41646 2.09513 -0.405
C -0.19313 -2.09249 1.79467 -0.837
H 0.59874 -1.33598 2.37263 0.214
H -0.08078 -3.17007 2.41292 0.431
H -1.67997 -0.60959 1.68496 0.001
H -1.71265 -1.21815 3.25368 0.252
H -3.57528 -2.05464 1.46464 0.234
H -2.55978 -3.41341 2.28834 0.343
H -2.40996 -1.66292 -0.47876 -0.045
H -3.04506 -3.26174 -0.31604 0.757
H -0.50162 -3.23602 -1.03200 0.665
H -0.84561 -4.05140 0.54011 0.333
H 1.51755 -3.60026 0.00013 0.430
H 2.07769 -2.35664 1.03084 0.727
H 4.80132 -1.77797 -1.23442 0.191
H 7.21384 -0.87754 -0.55473 0.256
H 7.24277 1.29786 0.51422 0.220
H 5.22401 2.55636 0.95674 0.303
H 0.17258 1.64830 0.41144 0.131
Cl -1.64598 2.86326 1.43473 -0.226
H -4.48473 2.38557 0.61642 0.473
H -5.97384 1.42532 -1.38038 0.300
H -5.00423 0.23182 -2.46012 0.445
```

Results
Electronic energy = -44641.2004 eV
2S+1 = 1
Relative energy (zero: lowest compared OMol25 entry of this formula, charge and spin) = 372.6 kcal per mole

***

# 2
# C19H20CrN4S2

C19H20CrN4S2 as an isolated structure in a non-equilibrium geometry (the ωB97M-V functional and the def2-TZVPD basis, the Open Molecules 2025 dataset).

The geometry in XYZ format:
```
46
Properties=species:S:1:pos:R:3:mulliken_spin:R:1
Cr 0.70459 -0.07747 0.15853 3.317
C -1.12141 -2.08327 1.72973 0.007
N -0.92911 -1.68807 0.33603 -0.085
C -0.77531 -2.89467 -0.46917 0.023
C -2.10531 -0.93127 -0.11577 0.002
C -2.09761 0.43783 0.51013 0.009
C -3.27021 1.09373 0.84383 -0.016
C -3.21471 2.35673 1.41173 0.039
C -1.98521 2.95123 1.64083 -0.028
C -0.81971 2.29423 1.28193 0.021
C -0.84311 1.02703 0.71143 -0.252
H -1.99271 -2.74517 1.83603 0.002
H -1.26821 -1.19737 2.34553 0.002
H -0.23551 -2.60427 2.09183 0.002
H -1.68661 -3.50967 -0.43377 0.001
H 0.04939 -3.49567 -0.08377 -0.002
H -0.56661 -2.62547 -1.50467 0.002
H -3.03501 -1.47417 0.12393 0.002
H -2.03161 -0.83337 -1.20467 -0.005
H -4.23241 0.62803 0.65993 -0.001
H -4.12721 2.87273 1.67523 0.004
H -1.93401 3.93073 2.09823 -0.002
H 0.13679 2.78103 1.44033 -0.004
S 1.59209 -0.56157 2.35603 -0.045
C 2.70059 0.71953 2.06113 0.005
S 2.51769 1.43093 0.49803 -0.072
C 3.65319 1.12113 2.98253 0.023
C 3.77799 0.50083 4.22943 -0.002
N 3.91719 0.00323 5.25933 0.002
C 4.53819 2.17203 2.72113 -0.001
N 5.26839 3.04273 2.53203 0.002
C -1.17131 1.62403 -2.56327 0.001
C -0.19361 0.51963 -2.80767 -0.002
C 0.13889 -0.06477 -4.01117 0.023
C 1.15149 -1.01147 -3.73947 -0.004
C 1.37449 -0.95027 -2.38467 0.025
C 2.40769 -1.62337 -1.53457 0.019
N 0.54489 -0.03167 -1.80827 0.004
H -1.31561 2.18703 -3.48387 0.000
H -0.78891 2.28533 -1.78677 -0.001
H -2.14811 1.25763 -2.23857 0.000
H -0.27811 0.17743 -4.97317 0.002
H 1.65669 -1.64727 -4.44547 0.000
H 2.86839 -2.45027 -2.07167 0.001
H 1.97179 -2.00587 -0.59817 -0.022
H 3.19689 -0.90847 -1.27647 0.002
```

Results
Charge = -1
Electronic energy = -76082.8882 eV
2S+1 = 4
Relative energy (zero: lowest compared OMol25 entry of this formula, charge and spin) = 0.5 kcal per mole

***

# 3
# C2H11NO3

A 4-piece molecular cluster, C2H11NO3 overall in a non-equilibrium geometry (the ωB97M-V functional and the def2-TZVPD basis, the Open Molecules 2025 dataset).

The geometry in XYZ format:
```
17
Properties=species:S:1:pos:R:3:mulliken_charge:R:1
C 0.05210 1.19626 0.22854 -0.196
N 0.77207 0.18128 -0.14424 -0.542
C 2.11519 0.83527 0.14057 -1.042
H -0.68566 1.62484 -0.46448 0.267
H -0.15421 1.44083 1.28627 0.302
H 2.31602 1.75877 -0.39473 0.355
H 2.32815 0.98189 1.20361 0.355
H 2.90051 0.17443 -0.22422 0.297
O -1.02386 -0.27880 -2.32371 -0.663
H -0.62263 -0.95336 -2.88330 0.304
H -0.47970 -0.34373 -1.49576 0.485
O -2.55583 -0.13195 0.21914 -0.633
H -1.98400 -0.66790 0.78605 0.340
H -2.61524 -0.68136 -0.57343 0.328
O -0.49475 -1.68467 1.63408 -0.697
H 0.10965 -2.36576 1.93699 0.314
H 0.02219 -1.08606 1.06862 0.427
```

Results
SMILES string = C=NC.O.O.O
Electronic energy = -9882.0265 eV
2S+1 = 1
Relative energy (zero: lowest compared OMol25 entry of this formula, charge and spin) = 73.2 kcal per mole

***

What is the electronic energy in the first record? -44641.2004 eV